# 1
# C18H20N4O4Zn

A molecular structure, C18H20N4O4Zn (wB97M-V/def2-TZVPD, the Open Molecules 2025 dataset).

```
47
Properties=species:S:1:pos:R:3:forces:R:3:nbo_charge:R:1
Zn 0.4828 0.0551 0.1547 0.3 -0.2 0.1 1.72
O -1.3247 0.5573 0.7234 -0.5 -0.4 0.0 -0.89
C -2.3083 -0.1408 1.2153 0.3 0.0 0.4 0.40
C -3.5444 0.5135 1.4652 0.4 0.0 0.0 -0.28
C -4.5924 -0.1108 2.0858 0.1 -1.2 -0.1 -0.17
C -4.5000 -1.4732 2.4265 0.1 0.0 0.3 -0.29
C -3.3198 -2.1497 2.1725 -1.2 -0.4 0.7 -0.13
C -2.2331 -1.5318 1.5938 0.5 1.0 -0.5 -0.26
C -1.0917 -2.3687 1.3436 -0.1 0.8 -0.3 0.17
N 0.0325 -1.9666 0.9096 0.1 0.2 -0.3 -0.57
C 0.9844 -2.9567 0.4710 0.1 0.1 -0.7 -0.24
C 1.6164 -2.4758 -0.8499 -0.1 0.0 0.3 -0.23
N 2.0012 -1.0971 -0.6423 -1.6 -0.8 0.1 -0.60
C 3.2127 -0.7804 -0.6382 0.9 0.8 -0.2 0.20
C 3.7505 0.5038 -0.3347 0.6 0.7 0.2 -0.30
C 5.0989 0.7324 -0.6348 0.7 -0.5 -0.6 -0.13
C 5.7196 1.9171 -0.3467 0.0 0.4 0.1 -0.30
C 5.0096 2.9377 0.3344 0.1 -0.7 -0.2 -0.16
C 3.6936 2.7539 0.6730 0.3 -0.6 -0.2 -0.32
C 3.0254 1.5306 0.3161 -0.9 0.2 0.5 0.52
O 1.7831 1.3739 0.6482 0.2 0.6 0.4 -0.91
H -3.5975 1.5697 1.2638 0.1 0.2 -0.2 0.20
H -5.5051 0.4150 2.2872 -0.3 0.3 0.1 0.21
H -5.2913 -1.9774 2.9705 -0.1 0.1 -0.2 0.21
H -3.2158 -3.1974 2.4873 -0.1 0.4 -0.2 0.20
H -1.2766 -3.4193 1.4627 0.0 -0.8 0.2 0.16
H 0.5203 -3.9271 0.3485 -0.2 -0.4 -0.1 0.18
H 1.7840 -3.0726 1.1773 0.5 0.1 0.6 0.20
H 0.8843 -2.4998 -1.6656 0.1 -0.2 0.1 0.21
H 2.4791 -3.1132 -1.0744 -0.1 0.0 -0.2 0.18
H 3.9295 -1.5253 -0.9142 0.7 -0.6 -0.2 0.15
H 5.6740 -0.0631 -1.1548 -0.4 0.5 0.4 0.20
H 6.7491 2.0700 -0.6320 0.1 0.0 0.0 0.21
H 5.5403 3.8353 0.6271 -0.1 0.1 -0.1 0.21
H 3.1791 3.4980 1.2660 -0.3 -0.1 -0.2 0.22
C -2.6109 3.1042 -1.5647 0.6 -1.0 -1.5 -0.27
O -1.2418 2.5881 -1.6592 -1.3 0.4 0.4 -0.47
C -1.0695 1.2871 -1.8125 0.4 -0.3 -0.6 0.93
O 0.0632 0.8292 -1.7911 -0.1 0.1 0.0 -0.72
N -2.1674 0.5260 -2.0964 -0.1 0.6 0.0 -0.49
N -1.9411 -0.8416 -2.1980 -0.1 -0.3 -0.4 -0.64
H -2.4872 4.0980 -1.2481 0.1 1.3 0.3 0.21
H -3.1892 2.5794 -0.8011 0.0 -0.1 -0.2 0.19
H -3.0717 3.0988 -2.5964 0.3 -0.2 1.2 0.20
H -3.0254 0.8315 -1.6584 -0.1 -0.2 0.0 0.38
H -2.6301 -1.2493 -2.8214 0.1 0.1 0.2 0.36
H -1.9784 -1.2684 -1.2888 -0.2 -0.3 0.4 0.35
```
Positions in Å, forces in eV/Å.

Summary:
Highest occupied orbital energy = -7.23 eV
LUMO = 0.33 eV



# 2
# C18H20O10

4 unconnected molecules or ions with the total composition C18H20O10 (wB97M-V/def2-TZVPD, the Open Molecules 2025 dataset).

```
48
Properties=species:S:1:pos:R:3:forces:R:3:nbo_charge:R:1
O 2.9671 -2.6300 -6.7878 2.0 -4.2 -3.7 -0.50
C 2.6141 -1.6950 -6.2018 -0.6 3.6 2.5 0.43
C 2.0501 -1.8480 -4.9108 -4.3 5.6 4.8 -0.36
C 1.3811 -0.6710 -4.1998 1.1 -7.7 -0.3 0.37
O 0.4211 -0.8770 -3.1898 1.9 5.9 -3.9 -0.64
C 1.7121 0.6590 -4.5988 -2.7 3.1 -0.4 0.39
O 1.2351 1.6340 -3.9538 1.7 -2.0 -1.2 -0.51
C 2.2401 0.8310 -5.9548 1.9 -5.0 -2.1 -0.37
C 2.7691 -0.3160 -6.7848 -1.5 5.5 3.3 0.34
O 3.4881 -0.1890 -7.9188 -1.5 0.2 1.7 -0.60
H 1.7761 -2.7760 -4.4598 0.2 -0.8 -0.4 0.23
H 0.4521 -1.6590 -2.7698 0.5 -4.7 1.8 0.49
H 2.0351 1.8110 -6.2468 0.6 1.4 -1.1 0.24
H 3.8441 -1.0740 -7.9788 0.5 -1.0 -0.9 0.50
O -3.6489 -0.0710 4.1432 1.8 -3.8 -2.7 -0.55
C -3.2969 -1.0880 3.4162 -0.7 2.7 0.6 0.42
C -2.0699 -1.2000 2.6322 1.1 -3.0 -1.6 -0.36
C -1.6879 -2.3900 1.7902 1.1 7.4 2.4 0.37
O -0.5579 -2.4610 1.0272 -4.8 -7.4 4.2 -0.64
C -2.6009 -3.4950 1.8522 0.4 -3.8 -1.0 0.38
O -2.2919 -4.6250 1.4382 0.4 1.3 0.0 -0.48
C -3.8959 -3.3790 2.4002 -2.2 6.1 3.8 -0.34
C -4.2609 -2.1530 3.1572 -0.9 -3.2 -0.9 0.34
O -5.4439 -1.9350 3.7602 -0.7 -2.4 -0.8 -0.67
H -1.5669 -0.2760 2.8422 1.3 0.0 -0.9 0.24
H -0.1869 -1.7960 0.6222 2.5 6.7 -2.5 0.51
H -4.5229 -4.2160 2.2952 -0.8 -0.7 0.0 0.25
H -5.7879 -1.0850 4.0772 1.6 0.2 -0.3 0.53
C 2.2331 1.4190 -0.4558 -1.1 -0.8 -1.1 -0.74
C 0.7811 1.0670 -0.0688 1.0 5.6 -4.0 0.64
C -0.2499 1.8710 -0.8618 -1.8 -0.7 -2.6 -0.79
O 0.4001 0.3250 0.7272 -0.9 -4.1 3.7 -0.57
H 2.1621 1.4900 -1.5578 0.3 0.6 0.5 0.24
H 2.8521 0.5830 -0.2838 0.8 -1.1 0.5 0.22
H 2.7281 2.2680 0.0042 -0.6 0.4 0.0 0.25
H -1.2519 1.9270 -0.4628 -0.1 -0.5 1.0 0.23
H -0.5079 1.4740 -1.9178 1.0 -0.4 1.5 0.27
H -0.1329 2.8700 -1.2188 1.4 1.0 0.4 0.24
C 0.6821 2.1340 3.4202 -1.2 -0.8 3.0 -0.72
C 0.8311 2.8570 4.8112 4.7 -0.7 -0.7 0.59
C -0.1589 2.4280 5.7832 -1.0 0.8 2.5 -0.73
O 1.8281 3.5380 5.1202 -2.5 -1.0 -1.1 -0.55
H -0.3269 1.7020 3.4242 0.0 0.7 -0.9 0.21
H 1.2711 1.2440 3.2882 0.8 -0.6 1.0 0.25
H 1.0331 2.6480 2.6092 0.0 2.0 -2.1 0.23
H -0.8689 3.2750 5.7262 -0.5 -0.7 0.2 0.25
H 0.1411 2.3660 6.8812 0.2 0.4 -1.6 0.25
H -0.6099 1.4860 5.5362 -0.5 -0.2 -0.3 0.23
```
Positions in Å, forces in eV/Å.

Summary:
Highest occupied orbital energy = -9.17 eV
LUMO = -2.54 eV
ΔE to the lowest compared entry with this formula, charge and spin = 11.23 kcal per mole
SMILES = O=C1C=C(O)C(=O)C=C1O.O=C1C=C(O)C(=O)C=C1O.CC(C)=O.CC(C)=O



# 3
# C18H21AsN4O9SSr

A molecular structure, C18H21AsN4O9SSr (wB97M-V/def2-TZVPD, the Open Molecules 2025 dataset).

```
55
Properties=species:S:1:pos:R:3:forces:R:3:nbo_charge:R:1
Sr 10.1907 8.2399 11.5383 -0.2 0.3 -0.1 1.85
N 9.0019 5.8558 11.5231 0.2 0.6 -1.5 -0.90
C 7.5894 5.8446 11.8213 -0.3 0.7 -0.2 -0.34
C 6.8949 6.3110 10.5557 -1.4 1.9 -0.7 0.59
O 7.0792 5.5585 9.5397 0.0 -0.3 0.6 -0.81
N 6.1961 7.4383 10.4236 0.9 -1.5 -0.4 -0.64
C 6.1535 8.3574 11.5052 -0.3 1.4 1.0 -0.34
C 7.4806 9.0501 11.8271 1.0 -0.6 -0.1 0.75
O 8.0242 8.7658 12.9693 -0.1 0.8 -1.9 -0.83
O 8.0327 9.6999 10.8659 -0.1 -0.7 1.7 -0.82
H 9.1954 5.4316 10.6092 -0.5 0.2 0.2 0.39
H 9.5549 5.3264 12.1314 1.0 -0.8 1.4 0.38
H 7.4209 6.4441 12.7224 -0.2 0.0 -0.4 0.22
H 7.1717 4.8766 11.9390 -0.2 -1.3 0.5 0.18
H 5.7616 7.9801 12.4408 0.0 -0.6 0.5 0.17
H 5.4821 9.2014 11.2970 -0.2 -0.2 -0.5 0.18
O 16.3898 6.6532 13.2015 -0.2 0.6 -0.3 -0.57
C 15.2886 6.9667 12.7912 -1.1 -0.5 -0.1 0.38
C 14.7062 8.2901 12.3225 1.6 -0.8 0.1 0.34
O 15.3887 9.2802 12.1079 -0.2 0.6 0.1 -0.61
C 13.2842 8.0986 12.1496 -0.6 0.4 -0.6 0.20
C 12.8877 6.7266 12.1807 2.3 -0.1 1.1 0.27
O 11.7306 6.2598 11.9741 0.0 0.3 -0.1 -0.82
C 14.1180 5.9894 12.7090 -1.1 1.3 -0.3 0.35
O 14.1522 4.8613 13.1189 0.1 -1.5 0.2 -0.60
O 12.4904 9.0737 11.8915 -0.7 -0.1 -0.1 -0.87
C 8.5536 11.3453 7.8711 -1.1 -1.6 0.7 -1.00
As 7.2351 11.7670 6.5026 1.0 0.6 0.7 1.44
C 6.0326 13.1432 7.2441 0.1 0.0 0.1 -0.97
C 6.2608 10.1536 6.1879 -0.6 0.6 0.1 -0.98
S 8.2051 12.5156 4.7963 -0.3 -0.1 0.1 -0.77
H 9.2055 10.6356 7.3458 0.3 0.7 0.1 0.25
H 8.1480 10.7151 8.7340 0.1 1.1 -0.9 0.30
H 9.0130 12.2538 8.2482 0.3 -0.1 -0.2 0.24
H 6.1757 13.9813 6.5634 0.0 0.0 0.1 0.25
H 6.3238 13.4683 8.2726 -0.4 -0.6 -0.8 0.24
H 4.9810 12.8324 7.1502 0.4 0.0 0.4 0.23
H 5.9971 9.6984 7.1400 0.3 -0.3 0.1 0.26
H 6.8701 9.5165 5.5300 -0.6 0.2 0.2 0.28
H 5.3107 10.5401 5.7854 0.4 -0.6 -0.5 0.23
N 6.3920 6.3194 7.0703 -0.2 0.1 -0.4 -0.81
C 7.2905 6.8729 6.2292 -1.2 -0.4 -0.2 0.65
O 7.1371 6.8511 4.9895 0.6 0.3 1.3 -0.69
C 8.4817 7.5356 6.8943 0.2 -0.1 -2.3 -0.20
C 9.4795 7.9857 6.0119 -0.4 0.1 -0.6 -0.12
C 10.6248 8.5660 6.5108 -0.6 0.3 1.5 -0.28
C 10.7390 8.7037 7.9031 -2.1 -1.2 -1.0 0.05
N 9.7823 8.2267 8.7390 1.9 1.1 0.1 -0.51
C 8.6758 7.7029 8.2420 -0.2 -0.6 0.8 0.06
H 5.5884 5.8611 6.6369 0.6 0.3 0.1 0.38
H 6.5131 6.2013 8.1063 0.3 -0.1 -0.2 0.46
H 9.3382 7.9837 4.9099 -0.2 -0.4 1.0 0.24
H 11.3072 9.0513 5.8652 0.8 0.2 -0.5 0.22
H 11.5083 9.2867 8.3111 1.2 0.4 0.8 0.20
H 7.9673 7.3908 9.0023 -0.2 0.2 -0.5 0.27
```
Positions in Å, forces in eV/Å.

Summary:
Highest occupied orbital energy (spin up / spin down) = -1.86 / -1.86 eV
LUMO (spin up / spin down) = 4.05 / 4.05 eV
Net charge = -2
ΔE to the lowest compared entry with this formula, charge and spin = 0.00 kcal per mole



Number 1: strongest force on any atom 0.0374 hartree/bohr. Number 2: strongest force on any atom 0.1902 hartree/bohr. Number 3: strongest force on any atom 0.0516 hartree/bohr.